[1]
C25H49BN2O13S4 | ωB97M-V with the def2-TZVPD basis set

Structure (XYZ):
```
94
Properties=species:S:1:pos:R:3:lowdin_charge:R:1
C 4.72 -0.29 0.50 -0.091
C 3.54 0.30 -0.27 -0.247
C 2.72 -0.77 -1.01 -0.163
C 1.68 -1.41 -0.09 -0.156
O 0.43 -0.74 -0.06 -0.077
C -0.53 -0.89 -1.13 -0.334
C -0.47 0.36 -2.01 -0.133
C -0.04 1.59 -1.20 -0.230
C -0.53 2.91 -1.81 -0.523
S -1.05 4.06 -0.49 0.714
C -1.84 -1.09 -0.30 -0.208
C -2.98 -0.06 -0.38 -0.068
C -4.17 -0.37 -1.30 -0.159
N -4.20 0.59 -2.45 -0.082
C -5.21 1.65 -2.20 -0.217
C -4.79 3.00 -2.78 -0.071
C -4.58 -0.10 -3.66 -0.502
C -3.81 0.35 -4.88 -0.005
O -5.45 -0.94 -3.71 0.091
B -1.34 -0.98 1.23 -0.642
O -1.28 0.27 1.85 0.146
O -1.01 -2.10 1.95 0.042
C -1.58 -2.11 3.27 -0.044
N -2.21 -2.52 -0.51 0.115
C -1.10 -3.19 -0.99 -0.452
O -0.70 -4.30 -0.65 0.098
C -0.47 -2.19 -1.99 -0.444
S -1.80 -1.92 -3.30 0.970
C 0.78 -2.56 -2.78 -0.205
C 0.68 -3.60 -3.90 -0.272
C 0.03 -4.94 -3.56 -0.105
H 5.40 0.51 0.77 0.075
H 5.29 -1.01 -0.09 0.075
H 4.41 -0.77 1.42 0.050
H 3.87 1.08 -0.94 0.108
H 2.89 0.74 0.48 0.089
H 3.39 -1.58 -1.30 0.115
H 2.28 -0.39 -1.92 0.093
H 2.07 -1.32 0.93 0.125
H 1.58 -2.48 -0.25 0.120
H -1.44 0.59 -2.43 0.078
H 0.22 0.24 -2.84 0.119
H 1.04 1.65 -1.15 0.107
H -0.46 1.53 -0.21 0.069
H -1.39 2.77 -2.46 0.045
H 0.24 3.40 -2.39 0.071
H -1.93 3.28 0.15 -0.150
H -2.61 0.91 -0.71 0.106
H -3.39 0.11 0.61 0.116
H -4.17 -1.40 -1.64 0.093
H -5.08 -0.23 -0.74 0.112
H -5.36 1.80 -1.13 0.114
H -6.16 1.37 -2.65 0.119
H -5.43 3.77 -2.35 0.074
H -4.88 3.03 -3.86 0.059
H -3.77 3.21 -2.46 0.055
H -2.76 0.16 -4.70 0.035
H -3.92 1.42 -4.95 0.071
H -4.18 -0.13 -5.77 0.086
H -0.35 0.52 1.95 0.106
H -2.56 -1.65 3.29 0.092
H -1.70 -3.14 3.58 0.092
H -0.93 -1.59 3.97 0.085
H -2.71 -2.99 0.22 0.155
H -2.53 -3.02 -3.12 -0.068
H 1.23 -1.67 -3.20 0.104
H 1.51 -2.95 -2.08 0.105
H 0.25 -3.19 -4.81 0.082
H 1.72 -3.83 -4.16 0.108
H -0.98 -4.85 -3.19 0.048
H 0.66 -5.50 -2.87 0.077
H -0.02 -5.52 -4.47 0.073
O 2.90 4.01 1.19 -0.212
S 2.36 3.65 2.45 0.578
O 2.20 2.29 2.82 -0.236
O 0.97 4.42 2.64 -0.203
C 1.00 5.21 3.84 -0.156
C 2.46 5.58 4.01 -0.157
O 3.17 4.40 3.61 -0.185
H 0.64 4.60 4.67 0.134
H 0.36 6.08 3.72 0.137
H 2.72 5.84 5.03 0.137
H 2.75 6.40 3.34 0.136
O 5.54 -2.61 6.90 -0.215
S 5.43 -1.42 6.15 0.598
O 6.46 -0.45 6.14 -0.215
O 4.03 -0.72 6.53 -0.188
C 3.23 -0.54 5.35 -0.156
C 3.65 -1.67 4.43 -0.161
O 5.06 -1.78 4.63 -0.186
H 3.47 0.44 4.92 0.129
H 2.18 -0.57 5.61 0.134
H 3.44 -1.45 3.39 0.111
H 3.18 -2.61 4.72 0.136
```

The calculation puts the frontier orbital gap at 9.0 eV. Its highest occupied orbital energy is -8.900 eV. The SMILES is CCCCO[C@]1(CCCS)[C@](CCN(CC)C(C)=O)(B(O)OC)NC(=O)[C@]1(S)CCC.O=S1(=O)OCCO1.O=S1(=O)OCCO1. The LUMO energy comes out at 0.12 eV.

***

[2]
C43H42N6OP2PbS | ωB97M-V with the def2-TZVPD basis set

Structure (XYZ):
```
96
Properties=species:S:1:pos:R:3:lowdin_charge:R:1
Pb 1.23 -2.84 -0.28 0.989
N -3.00 -4.05 -1.87 0.087
C -1.94 -3.75 -1.10 -0.811
S -0.37 -4.02 -1.88 0.514
N -2.18 -3.32 0.12 -0.013
N -1.06 -2.98 0.85 -0.160
C -1.14 -3.19 2.11 -0.109
C -0.08 -2.76 3.05 -0.172
C 0.34 -3.65 4.04 -0.004
C 1.30 -3.28 4.96 -0.042
C 1.85 -2.01 4.92 -0.037
C 1.43 -1.10 3.96 0.005
C 0.47 -1.49 3.04 -0.270
O 0.07 -0.55 2.07 -0.222
H -2.86 -4.56 -2.73 0.091
H -3.90 -4.12 -1.43 0.111
H -2.02 -3.69 2.51 0.144
H -0.11 -4.63 4.08 0.130
H 1.62 -3.98 5.72 0.120
H 2.61 -1.71 5.64 0.120
H 1.83 -0.09 3.93 0.116
C -1.78 0.37 0.33 -0.203
N -1.10 1.42 -0.39 -0.149
C 0.33 1.32 -0.49 -0.312
P 0.95 -0.16 -1.42 0.983
C 2.72 0.26 -1.39 -0.398
C 3.43 0.64 -2.53 -0.091
C 4.79 0.91 -2.44 -0.060
C 5.44 0.82 -1.22 -0.058
C 4.74 0.45 -0.08 -0.061
C 3.38 0.17 -0.17 -0.126
C 0.33 0.11 -3.10 -0.371
C 0.38 1.36 -3.71 -0.089
C -0.12 1.54 -4.98 -0.054
C -0.68 0.47 -5.66 -0.057
C -0.75 -0.78 -5.06 -0.071
C -0.25 -0.96 -3.78 -0.121
C -1.68 2.73 -0.34 -0.240
C -3.03 2.88 -0.65 -0.027
C -3.62 4.13 -0.61 -0.064
C -2.88 5.26 -0.28 -0.075
C -1.53 5.11 0.01 -0.068
C -0.93 3.86 -0.01 -0.041
P -1.32 0.25 2.09 1.048
C -1.02 1.86 2.78 -0.290
C -2.13 2.65 3.07 -0.060
C -1.95 3.95 3.53 -0.041
C -0.66 4.44 3.70 -0.038
C 0.45 3.65 3.41 -0.048
C 0.27 2.36 2.94 -0.076
C -2.57 -0.57 3.05 -0.301
C -2.52 -0.47 4.44 -0.056
C -3.47 -1.12 5.21 -0.039
C -4.47 -1.86 4.58 -0.032
C -4.53 -1.95 3.20 -0.046
C -3.57 -1.32 2.42 -0.082
H -1.57 -0.61 -0.11 0.083
H -2.86 0.52 0.29 0.101
H 0.87 1.31 0.47 0.071
H 0.70 2.18 -1.04 0.092
H 2.93 0.71 -3.48 0.090
H 5.33 1.21 -3.32 0.113
H 6.50 1.03 -1.15 0.115
H 5.24 0.37 0.87 0.113
H 2.84 -0.14 0.72 0.082
H 0.82 2.21 -3.19 0.110
H -0.07 2.51 -5.45 0.115
H -1.08 0.61 -6.66 0.116
H -1.20 -1.61 -5.59 0.115
H -0.30 -1.94 -3.31 0.012
H -3.62 2.03 -0.97 0.115
H -4.67 4.23 -0.86 0.113
H -3.34 6.23 -0.26 0.111
H -0.93 5.98 0.26 0.114
H 0.11 3.77 0.26 0.107
H -3.14 2.27 2.94 0.124
H -2.80 4.57 3.75 0.122
H -0.51 5.45 4.06 0.121
H 1.45 4.04 3.56 0.118
H 1.13 1.74 2.70 0.095
H -1.75 0.12 4.92 0.122
H -3.44 -1.05 6.28 0.120
H -5.22 -2.35 5.19 0.121
H -5.31 -2.53 2.73 0.120
H -3.60 -1.43 1.35 0.096
C 5.12 -2.63 -4.76 -0.007
N 3.72 -2.26 -4.60 -0.172
C 3.08 -1.45 -5.64 -0.006
C 3.10 -2.47 -3.47 -0.251
N 2.54 -2.67 -2.48 0.053
H 5.24 -3.20 -5.68 0.099
H 5.44 -3.25 -3.92 0.100
H 5.75 -1.74 -4.80 0.094
H 3.21 -1.95 -6.60 0.102
H 3.54 -0.46 -5.69 0.094
H 2.02 -1.35 -5.43 0.077
```

The calculation puts the frontier orbital gap at 7.9 eV. Its highest occupied orbital energy is -12.639 eV. Its total charge is +2. The LUMO energy comes out at -4.73 eV.

***

[3]
C2H2NO3 | ωB97M-V with the def2-TZVPD basis set

Structure (XYZ):
```
8
Properties=species:S:1:pos:R:3:lowdin_charge:R:1
O 0.56 -1.75 -1.85 -0.144
C -0.13 -1.27 -0.87 -0.455
N -0.14 -0.06 -0.30 0.029
C 0.32 1.21 1.20 -0.479
O 0.27 0.76 2.36 0.001
O 0.07 2.28 0.63 -0.015
H -0.66 -1.99 -0.41 0.044
H -0.29 0.81 -0.77 0.020
```

The calculation puts the frontier orbital gap at 8.4 eV. Its highest occupied orbital energy is -4.378 eV. Its total charge is -1. The LUMO energy comes out at 4.05 eV.

***

[4]
C12H20NO21PS5 | ωB97M-V with the def2-TZVPD basis set

Structure (XYZ):
```
60
Properties=species:S:1:pos:R:3:lowdin_charge:R:1
N -0.24 1.44 -0.16 -0.168
P -1.18 0.35 -0.96 0.756
O -0.69 0.20 -2.63 -0.248
O -1.00 -1.15 -0.09 -0.226
C -3.01 0.92 -0.87 -0.108
C -4.17 0.05 -0.53 -0.387
S -4.26 -1.79 -0.13 0.771
C -5.45 1.07 -0.55 -0.234
O -6.54 0.92 0.21 0.036
O -5.06 2.12 -1.52 0.011
C -3.64 2.42 -1.13 -0.185
O -3.12 3.64 -1.03 0.029
H -0.85 2.22 0.21 -0.012
H -1.39 -0.25 -3.20 0.104
H -1.27 -1.86 -0.75 0.058
H -4.98 -2.37 -1.22 -0.072
O 0.77 -3.82 -2.53 -0.236
S 1.34 -2.50 -2.36 0.710
O 0.53 -1.30 -2.23 -0.306
O 2.44 -2.26 -3.53 -0.181
C 3.71 -2.00 -2.95 -0.166
C 3.70 -2.72 -1.60 -0.173
O 2.38 -2.55 -1.10 -0.195
H 3.81 -0.92 -2.81 0.138
H 4.51 -2.35 -3.60 0.138
H 4.44 -2.31 -0.91 0.139
H 3.88 -3.79 -1.73 0.132
O 2.75 3.60 -1.96 -0.242
S 2.24 4.83 -2.51 0.672
O 3.05 5.75 -3.28 -0.244
O 1.52 5.67 -1.31 -0.197
C 0.15 5.90 -1.64 -0.171
C -0.25 4.74 -2.54 -0.183
O 0.89 4.49 -3.36 -0.195
H 0.09 6.86 -2.17 0.131
H -0.46 5.95 -0.73 0.136
H -1.12 4.98 -3.16 0.136
H -0.45 3.84 -1.96 0.103
O -2.11 -5.26 3.21 -0.231
S -1.63 -4.77 1.94 0.680
O -2.48 -4.14 0.97 -0.288
O -0.81 -5.98 1.20 -0.191
C 0.53 -5.56 0.95 -0.168
C 0.85 -4.54 2.04 -0.168
O -0.35 -3.80 2.22 -0.196
H 0.56 -5.10 -0.04 0.116
H 1.20 -6.42 0.97 0.137
H 1.67 -3.88 1.76 0.135
H 1.09 -5.04 2.98 0.133
O 0.10 -0.79 3.34 -0.237
S -0.14 0.63 3.32 0.670
O -1.17 1.24 2.51 -0.258
O 1.27 1.38 2.99 -0.196
C 1.59 2.28 4.06 -0.175
C 0.94 1.68 5.30 -0.180
O -0.31 1.15 4.85 -0.195
H 1.16 3.26 3.82 0.133
H 2.67 2.38 4.17 0.136
H 0.78 2.43 6.09 0.135
H 1.53 0.86 5.70 0.131
```

The calculation puts the frontier orbital gap at 7.0 eV. Its highest occupied orbital energy is -8.751 eV. The SMILES is N=P(O)(O)C1=C(S)C(=O)OC1=O.O=S1(=O)OCCO1.O=S1(=O)OCCO1.O=S1(=O)OCCO1.O=S1(=O)OCCO1. The LUMO energy comes out at -1.79 eV.

***

[5]
C2H8S | ωB97M-V with the def2-TZVPD basis set

Structure (XYZ):
```
11
Properties=species:S:1:pos:R:3:lowdin_charge:R:1
C 3.64 0.13 1.75 -0.532
S 2.01 -0.03 2.43 0.608
H 4.30 0.47 2.55 0.021
H 4.03 -0.82 1.37 0.022
H 3.74 0.85 0.94 0.033
H 1.05 0.38 1.55 -0.153
C -3.75 -0.18 -2.07 -0.057
H -4.63 0.34 -2.44 0.010
H -3.65 -1.20 -2.47 0.014
H -3.82 -0.24 -0.99 0.014
H -2.93 0.29 -2.63 0.018
```

The calculation puts the frontier orbital gap at 9.8 eV. Its highest occupied orbital energy is -9.020 eV. The SMILES is CS.C. The LUMO energy comes out at 0.82 eV.

***

[6]
C11H26N6RhSe | ωB97M-V with the def2-TZVPD basis set

Structure (XYZ):
```
45
Properties=species:S:1:pos:R:3:lowdin_charge:R:1
Rh 0.25 0.13 -0.22 0.843
N -0.76 -1.59 -0.37 -0.014
C -0.53 -2.39 0.88 -0.132
C -0.71 -1.46 2.07 -0.107
N -0.08 -0.12 1.82 -0.273
C 1.28 0.00 2.42 -0.130
C 2.24 -0.93 1.71 -0.148
N 2.14 -0.69 0.22 -0.053
C -1.00 1.00 2.21 -0.127
C -2.10 1.12 1.18 -0.152
N -1.49 1.26 -0.18 -0.059
H -1.75 -1.39 -0.47 0.129
H -0.49 -2.12 -1.19 0.128
H 0.47 -2.80 0.81 0.113
H -1.23 -3.23 0.92 0.153
H -0.30 -1.91 2.98 0.155
H -1.77 -1.31 2.26 0.132
H 1.26 -0.19 3.50 0.157
H 1.59 1.04 2.29 0.138
H 2.00 -1.97 1.91 0.119
H 3.27 -0.77 2.04 0.149
H 2.48 -1.50 -0.30 0.122
H 2.79 0.05 -0.04 0.112
H -0.40 1.91 2.24 0.139
H -1.41 0.84 3.21 0.158
H -2.75 1.97 1.39 0.149
H -2.74 0.24 1.17 0.120
H -1.17 2.22 -0.31 0.121
H -2.18 1.13 -0.92 0.111
C 1.60 -1.83 -4.37 0.011
N 0.49 -0.94 -4.69 -0.109
C -0.25 -1.01 -5.84 0.025
C -1.11 0.04 -5.83 0.024
N -0.89 0.73 -4.67 -0.108
C -1.56 1.99 -4.32 0.014
C 0.09 0.13 -3.97 -0.625
Se 0.96 0.83 -2.45 0.806
H 1.71 -2.54 -5.19 0.113
H 1.39 -2.38 -3.45 0.086
H 2.52 -1.26 -4.26 0.101
H -0.09 -1.78 -6.58 0.154
H -1.85 0.35 -6.55 0.154
H -2.24 2.24 -5.13 0.113
H -0.83 2.78 -4.21 0.103
H -2.13 1.86 -3.40 0.082
```

The calculation puts the frontier orbital gap (alpha / beta) at 6.3 / 6.4 eV. Its highest occupied orbital energy (alpha / beta) is -18.071 / -18.071 eV. Its total charge is +3. The LUMO energy (alpha / beta) comes out at -11.72 / -11.72 eV.

***

[7]
C3H4N2O | ωB97M-V with the def2-TZVPD basis set

Structure (XYZ):
```
10
Properties=species:S:1:pos:R:3:lowdin_charge:R:1
C -1.61 -0.02 0.06 -0.022
C -0.11 0.10 -0.16 -0.465
C 1.80 -0.47 0.06 -0.256
H -1.66 1.26 -0.05 0.153
H -2.03 -0.20 1.13 0.108
H -1.96 -0.61 -0.84 0.083
H 2.60 -1.06 -0.30 0.126
N 0.48 1.19 -0.04 0.074
N 1.83 0.86 0.09 0.080
O 0.67 -1.05 0.06 0.119
```

The calculation puts the frontier orbital gap at 11.0 eV. Its highest occupied orbital energy is -10.236 eV. The LUMO energy comes out at 0.75 eV.

***

[8]
C10H12ClCuNP | ωB97M-V with the def2-TZVPD basis set

Structure (XYZ):
```
26
Properties=species:S:1:pos:R:3:lowdin_charge:R:1
C 0.05 -0.38 -1.96 -0.245
C -0.99 -1.27 -2.38 -0.227
C -0.70 -2.54 -1.83 -0.233
C 0.62 -2.53 -1.30 -0.212
C 1.05 -1.17 -1.29 -0.229
Cu 0.04 1.51 1.02 0.225
P -0.49 3.37 0.25 0.692
H 0.09 0.70 -2.11 0.024
H -1.89 -0.99 -2.94 0.045
H -1.36 -3.41 -1.91 0.049
H 1.96 -0.79 -0.83 0.046
H 1.15 -3.38 -0.87 0.051
H -1.77 3.67 0.80 -0.100
H -0.70 3.33 -1.17 -0.092
H 0.27 4.57 0.45 -0.105
Cl 1.06 0.57 5.96 0.611
C 0.30 -0.04 4.55 -0.728
C -0.83 -0.89 4.62 -0.185
C -1.45 -1.32 3.44 -0.124
C -0.99 -0.82 2.23 -0.178
N 0.04 0.05 2.18 -0.178
C 0.77 0.35 3.29 -0.253
H -1.19 -1.20 5.59 0.073
H -2.30 -2.00 3.45 0.087
H -1.43 -1.11 1.27 0.105
H 1.67 0.95 3.17 0.080
```

The calculation puts the frontier orbital gap (alpha / beta) at 4.1 / 5.2 eV. Its highest occupied orbital energy (alpha / beta) is -1.562 / -2.729 eV. Its total charge is -1. As for the expectation value of S²: 0.77. The LUMO energy (alpha / beta) comes out at 2.50 / 2.48 eV. As for the multiplicity: 2.

***

[9]
C36H31Cl2CrN10O2S2 | ωB97M-V with the def2-TZVPD basis set

Structure (XYZ):
```
84
Properties=species:S:1:pos:R:3:lowdin_charge:R:1
Cr 0.87 -0.33 2.64 0.672
Cl 6.93 2.44 4.59 0.636
C 5.75 1.21 4.33 -0.689
C 4.42 1.63 4.16 -0.056
C 3.45 0.80 3.59 -0.184
N 2.12 1.15 3.24 0.002
C 1.57 2.30 3.88 -0.404
O 2.23 3.31 4.14 0.008
C 0.07 2.27 3.80 -0.175
C -0.68 3.39 4.23 -0.003
C -2.06 3.33 4.20 -0.049
C -2.58 2.23 3.42 -0.059
C -1.79 1.19 2.96 -0.130
N -0.49 1.20 3.24 -0.002
C 3.75 -0.61 3.53 -0.213
C 5.08 -1.08 3.78 -0.036
C 6.14 -0.14 4.07 -0.714
Cl 7.68 -0.87 4.14 0.659
N 2.66 -1.36 3.20 0.026
C 2.55 -2.74 3.43 -0.438
O 3.48 -3.48 3.77 0.015
C 1.13 -3.13 3.39 -0.130
C 0.83 -4.45 3.81 0.000
C -0.50 -4.83 3.83 -0.062
C -1.46 -3.93 3.29 -0.053
C -1.09 -2.61 3.01 -0.129
N 0.18 -2.21 2.90 -0.010
H 4.18 2.65 4.31 0.070
H -0.17 4.32 4.59 0.132
H -2.75 4.05 4.59 0.093
H -3.67 2.03 3.32 0.102
H -2.08 0.37 2.27 0.114
H 5.33 -2.12 3.64 0.078
H 1.75 -5.08 3.91 0.132
H -0.76 -5.83 4.19 0.106
H -2.50 -4.22 3.10 0.105
H -1.85 -1.88 2.76 0.097
C -3.59 -2.78 -1.78 -0.177
N -3.23 -3.08 -3.20 -0.094
C -1.77 -2.61 -3.42 -0.121
N -1.69 -1.20 -3.03 -0.113
C -2.11 -0.93 -1.64 -0.169
N -3.55 -1.30 -1.43 -0.060
C -4.38 -0.58 -2.52 -0.156
N -3.97 -0.84 -3.93 -0.084
C -4.10 -2.28 -4.09 -0.228
C -2.54 -0.48 -3.97 -0.212
H -2.92 -3.35 -1.08 0.128
H -4.61 -3.13 -1.62 0.102
H -1.48 -2.67 -4.49 0.130
H -1.11 -3.10 -2.71 0.114
H -2.06 0.11 -1.46 0.100
H -1.39 -1.43 -0.97 0.114
H -4.34 0.48 -2.40 0.067
H -5.51 -0.82 -2.39 0.141
H -3.96 -2.74 -5.09 0.122
H -5.12 -2.66 -3.89 0.118
H -2.61 0.62 -3.82 0.064
H -2.26 -0.73 -4.97 0.111
N 5.22 0.13 -5.98 0.118
C 4.53 -0.05 -5.06 -0.189
C 3.63 -0.23 -3.91 -0.241
C 4.24 -0.54 -2.68 -0.046
C 3.46 -0.75 -1.60 -0.015
C 2.06 -0.35 -1.61 -0.229
C 1.53 0.05 -2.88 -0.030
C 2.27 -0.03 -4.04 -0.052
C 1.44 -0.33 -0.38 -0.142
C 0.88 -0.46 0.74 -0.106
H 5.29 -0.65 -2.61 0.106
H 3.80 -1.20 -0.69 0.115
H 0.53 0.49 -2.86 0.092
H 1.84 0.13 -5.02 0.112
S -4.19 2.87 -4.31 0.623
C -3.10 3.83 -3.59 -1.185
N -1.84 3.56 -3.33 -0.073
C -0.89 4.60 -2.89 -0.202
C -1.81 5.70 -2.34 -0.493
S -3.42 5.52 -3.04 0.905
H -1.51 2.65 -3.61 0.122
H -0.18 4.93 -3.66 0.115
H -0.16 4.28 -2.05 0.146
H -1.31 6.60 -2.67 0.069
H -1.73 5.75 -1.29 0.067
```

The calculation puts the frontier orbital gap (alpha / beta) at 5.2 / 6.2 eV. Its highest occupied orbital energy (alpha / beta) is -3.458 / -4.531 eV. Its total charge is -1. As for the expectation value of S²: 6.07. The LUMO energy (alpha / beta) comes out at 1.72 / 1.72 eV. As for the multiplicity: 5.

***

[10]
C5H11NO | ωB97M-V with the def2-TZVPD basis set

Structure (XYZ):
```
18
Properties=species:S:1:pos:R:3:lowdin_charge:R:1
C 1.71 -0.73 -1.31 -0.098
C 1.14 -0.74 0.11 -0.251
C 0.73 0.64 0.65 -0.117
C -0.39 1.23 -0.18 -0.522
O -0.18 2.19 -0.90 0.049
N -1.63 0.63 -0.19 0.018
C -2.12 -0.21 0.89 -0.084
H 1.82 -1.76 -1.65 0.068
H 1.06 -0.20 -2.01 0.075
H 2.67 -0.21 -1.36 0.073
H 1.90 -1.15 0.78 0.102
H 0.29 -1.44 0.12 0.096
H 0.41 0.51 1.69 0.112
H 1.53 1.34 0.48 0.115
H -2.29 1.25 -0.63 0.137
H -2.43 0.36 1.76 0.086
H -2.91 -0.85 0.50 0.087
H -1.32 -0.83 1.25 0.054
```

The calculation puts the frontier orbital gap at 10.4 eV. Its highest occupied orbital energy is -9.484 eV. The SMILES is CCCC(=O)NC. The LUMO energy comes out at 0.91 eV.

***

Number 1: calculated total energy -3687.2155 hartree. Number 2: calculated total energy -3340.8780 hartree. Number 3: calculated total energy -357.9038 hartree. Number 4: calculated total energy -4436.0408 hartree. Number 5: calculated total energy -479.1478 hartree. Number 6: calculated total energy -3274.3099 hartree. Number 7: calculated total energy -301.3679 hartree. Number 8: calculated total energy -2884.9295 hartree. Number 9: calculated total energy -4849.6805 hartree. Number 10: calculated total energy -327.1170 hartree.